No. 1
{"formula": "C28H56F3N3O5PS2", "method": "the ωB97M-V functional and the def2-TZVPD basis", "elements": ["C", "C", "C", "O", "C", "C", "S", "O", "O", "C", "F", "F", "F", "C", "C", "C", "C", "N", "P", "S", "H", "H", "H", "H", "H", "H", "H", "H", "H", "H", "H", "H", "H", "H", "H", "H", "H", "H", "H", "H", "C", "C", "C", "C", "C", "C", "N", "O", "C", "C", "C", "H", "H", "H", "H", "H", "H", "H", "H", "H", "H", "H", "H", "H", "H", "H", "H", "H", "H", "C", "C", "C", "C", "C", "C", "N", "O", "C", "C", "C", "H", "H", "H", "H", "H", "H", "H", "H", "H", "H", "H", "H", "H", "H", "H", "H", "H", "H"], "xyz": [[-1.5349, 0.9865, -5.1171], [-2.8663, 0.4208, -4.3810], [-2.5932, 0.0573, -2.8435], [-2.4754, -1.3676, -2.5983], [-1.5943, -2.0111, -3.5298], [-0.8866, -3.3258, -2.9140], [-2.0586, -4.7499, -3.1039], [-1.6637, -5.9677, -2.2930], [-3.4700, -4.2976, -2.8005], [-2.1407, -5.3787, -4.8945], [-1.9072, -4.3768, -5.8406], [-3.4787, -5.7831, -5.0853], [-1.3290, -6.4961, -5.0364], [0.4146, -3.5847, -3.8593], [1.7020, -2.7367, -3.4184], [1.9982, -2.7221, -1.8329], [0.8832, -3.6689, -1.1502], [-0.4426, -3.0390, -1.5104], [-1.6330, -3.4088, -0.2156], [-1.1824, -2.4675, 1.4508], [-1.5961, 2.1301, -5.2135], [-0.5792, 0.7612, -4.5456], [-1.4683, 0.5781, -6.1896], [-3.6045, 1.3020, -4.3780], [-3.3772, -0.4078, -4.9710], [-1.6725, 0.6205, -2.4515], [-3.4849, 0.4482, -2.2377], [-0.7324, -1.3347, -3.8765], [-2.2196, -2.2587, -4.4631], [0.6303, -4.6992, -3.9849], [0.1275, -3.2132, -4.9101], [1.6416, -1.7086, -3.8973], [2.6074, -3.2561, -3.9029], [3.0596, -3.0047, -1.5493], [1.8460, -1.6361, -1.4753], [1.0609, -3.5806, -0.0168], [0.9692, -4.7602, -1.4442], [-0.2767, -2.0061, -1.4624], [-1.5253, -4.8076, 0.0536], [-2.9795, -3.0564, -0.5418], [-4.6082, 1.7377, 4.6309], [-3.6725, 0.5093, 4.5333], [-4.1115, -0.5834, 5.5308], [-3.7144, -0.3025, 6.9718], [-2.2185, -0.0256, 7.0607], [-1.7694, 1.1181, 6.1294], [-2.2556, 0.9486, 4.7218], [-1.4640, 0.0250, 4.1285], [-2.2607, 2.4644, 6.7159], [-0.2256, 1.2333, 6.2127], [-3.9628, -0.0324, 3.1090], [-4.5236, 2.3037, 5.5531], [-4.4251, 2.4344, 3.8057], [-5.6564, 1.4299, 4.5652], [-3.6679, -1.5430, 5.2382], [-5.1960, -0.7268, 5.4804], [-4.2951, 0.5341, 7.3713], [-3.9601, -1.1698, 7.5926], [-1.9586, 0.2080, 8.0979], [-1.6766, -0.9454, 6.8108], [-2.1405, 3.2785, 5.9939], [-1.6859, 2.7372, 7.6056], [-3.2973, 2.4445, 7.0500], [0.2809, 0.3051, 5.9434], [0.0915, 1.4699, 7.2318], [0.1435, 2.0316, 5.5602], [-3.6277, 0.6699, 2.3398], [-5.0377, -0.1847, 2.9679], [-3.4862, -0.9974, 2.9243], [5.4229, 2.2262, 0.4185], [5.0290, 1.6763, -0.9730], [5.8298, 2.3910, -2.0819], [5.3246, 3.7877, -2.4090], [3.8345, 3.7473, -2.7265], [3.0031, 3.1083, -1.5961], [3.5476, 1.7853, -1.1488], [3.1813, 0.8644, -2.0696], [2.9308, 4.0968, -0.4064], [1.5304, 3.0125, -2.0718], [5.5347, 0.2107, -0.9196], [5.1091, 3.2470, 0.6114], [5.0057, 1.6031, 1.2169], [6.5102, 2.2205, 0.5412], [5.7923, 1.7934, -3.0010], [6.8876, 2.4492, -1.8055], [5.5334, 4.4723, -1.5818], [5.8689, 4.1782, -3.2744], [3.4829, 4.7646, -2.9248], [3.6901, 3.1880, -3.6585], [2.5246, 3.6122, 0.4874], [2.2763, 4.9419, -0.6385], [3.8889, 4.5484, -0.1536], [1.4223, 2.4371, -2.9934], [1.1252, 4.0055, -2.2825], [0.8987, 2.5565, -1.3016], [4.9737, -0.3779, -0.1871], [6.5887, 0.1785, -0.6272], [5.4666, -0.2900, -1.8879]], "forces_ev_per_a": [[-0.5, 0.2, -0.6], [0.4, 1.3, 0.1], [-0.8, 1.3, -0.4], [1.2, -0.1, -0.3], [-0.3, 0.2, -0.6], [1.1, 1.4, -3.2], [-4.4, -3.1, 4.2], [0.2, 3.6, -2.4], [4.2, -0.4, -1.3], [-1.5, -1.2, -2.5], [0.1, -2.2, 1.9], [3.5, 0.9, 0.7], [-1.6, 3.0, 0.0], [-0.3, 0.2, -0.6], [1.0, -0.8, -0.4], [-1.4, 0.4, -0.5], [3.0, 0.5, 1.1], [-0.2, -0.7, -0.7], [-1.2, 0.8, 4.7], [0.1, -0.3, -1.3], [0.1, -1.7, 0.2], [-1.2, 0.1, -0.7], [0.1, 0.6, 1.6], [1.0, -1.5, 0.0], [0.8, 0.9, 1.0], [-1.1, -0.9, -0.6], [1.3, -1.0, -0.7], [-1.1, -0.8, 0.7], [1.2, -0.1, 1.2], [-0.2, 1.4, 0.5], [0.3, -0.6, 1.6], [0.1, -1.2, 0.9], [-1.5, 0.8, 0.5], [-1.5, 0.1, -0.5], [0.2, -1.6, -0.2], [-0.8, -0.2, -1.6], [-0.5, 1.4, 0.1], [-0.4, -0.6, 0.1], [0.0, 0.5, -1.2], [0.9, -0.5, -0.9], [-0.1, 0.2, 0.2], [-2.0, 0.8, -0.6], [0.3, -0.2, 0.3], [0.0, 0.0, 0.0], [-0.3, -0.3, -0.2], [0.6, 1.5, 1.6], [1.6, -3.9, -0.4], [-1.0, 1.9, 0.4], [-0.3, 0.2, 0.0], [0.0, -0.4, -0.7], [0.7, -0.1, 0.0], [0.1, 0.0, 0.0], [0.1, -0.1, 0.1], [0.2, -0.1, -0.1], [0.1, 0.1, -0.1], [0.1, 0.2, -0.2], [0.1, 0.0, 0.0], [0.0, 0.1, 0.0], [0.1, 0.2, -0.2], [0.0, 0.1, -0.1], [-0.1, -0.1, 0.0], [0.1, -0.2, -0.2], [0.0, 0.0, -0.1], [-0.2, 0.1, -0.2], [-0.3, 0.0, -0.1], [-0.1, -0.1, 0.0], [0.1, 0.0, 0.1], [0.1, 0.2, 0.3], [0.1, 0.2, 0.1], [0.0, 0.3, 0.2], [1.7, -0.1, 1.6], [-0.3, 0.2, -0.4], [0.0, 0.0, 0.0], [0.4, -0.3, -0.1], [-1.1, 1.9, 0.6], [0.1, -1.6, -4.0], [0.0, 0.9, 1.9], [0.2, 0.1, 0.3], [0.2, -0.7, -0.1], [-0.7, -0.1, -0.4], [-0.1, 0.0, -0.1], [0.0, 0.0, -0.2], [-0.1, -0.1, -0.2], [-0.1, -0.1, 0.1], [-0.2, -0.2, 0.2], [-0.1, 0.0, 0.0], [0.0, 0.0, 0.1], [-0.2, -0.1, 0.2], [-0.1, -0.1, 0.1], [0.1, 0.0, -0.1], [0.0, -0.2, -0.2], [0.0, -0.1, 0.0], [0.1, -0.1, 0.1], [0.3, 0.0, 0.2], [0.1, 0.0, -0.1], [0.0, 0.1, -0.1], [-0.2, 0.3, 0.0], [-0.1, 0.1, 0.1]], "s2": 2.01, "total_charge": 1, "homo_energy_ev": [-10.4, -11.1], "spin_multiplicity": 3, "homo_lumo_gap_ev": [7.14, 7.80]}

No. 2
{"formula": "C28H56N4O6S6", "method": "the ωB97M-V functional and the def2-TZVPD basis", "elements": ["C", "S", "O", "C", "H", "H", "H", "H", "H", "H", "C", "S", "O", "C", "H", "H", "H", "H", "H", "H", "C", "S", "O", "C", "H", "H", "H", "H", "H", "H", "C", "S", "O", "C", "H", "H", "H", "H", "H", "H", "C", "S", "O", "C", "H", "H", "H", "H", "H", "H", "C", "S", "O", "C", "H", "H", "H", "H", "H", "H", "N", "C", "C", "C", "C", "H", "H", "H", "H", "H", "N", "C", "C", "C", "C", "H", "H", "H", "H", "H", "N", "C", "C", "C", "C", "H", "H", "H", "H", "H", "N", "C", "C", "C", "C", "H", "H", "H", "H", "H"], "xyz": [[3.6017, 3.6257, 0.5657], [3.0547, 3.9647, -1.1848], [1.5619, 3.9844, -1.1073], [3.5892, 5.7746, -1.2300], [3.9284, 2.6203, 0.4585], [2.7258, 3.6176, 1.1958], [4.4282, 4.2569, 0.9242], [3.1200, 6.3584, -0.4511], [3.2268, 6.0974, -2.2097], [4.6741, 5.8091, -1.1173], [2.6841, -2.6611, -4.0110], [2.0113, -3.5029, -2.4099], [2.5031, -2.7003, -1.2854], [0.2567, -2.9963, -2.6463], [3.7545, -2.6546, -3.8362], [2.3355, -1.6292, -4.0636], [2.2553, -3.2030, -4.8706], [0.1911, -1.9552, -2.8471], [-0.3217, -3.3208, -1.7823], [-0.1096, -3.5590, -3.5023], [-1.6964, 0.9435, -4.6354], [-0.5826, 1.3800, -3.1776], [0.5038, 0.3269, -3.2955], [0.2756, 2.8086, -3.8685], [-2.4198, 1.7405, -4.8814], [-2.1596, -0.0286, -4.5525], [-1.0179, 0.8686, -5.4618], [0.6948, 2.5242, -4.8202], [1.2188, 2.9900, -3.3272], [-0.4607, 3.6572, -3.9430], [-3.3363, 2.8989, 1.3559], [-2.1067, 4.2516, 1.7427], [-0.9630, 3.6974, 2.5902], [-1.4379, 4.4817, 0.1026], [-3.0468, 2.1540, 0.5702], [-4.2514, 3.4845, 1.1263], [-3.4983, 2.3322, 2.2881], [-0.6762, 3.6829, -0.0896], [-0.9730, 5.4577, 0.0630], [-2.1798, 4.4592, -0.6930], [-3.2864, -0.6932, -0.0164], [-4.2943, 0.0277, -1.3041], [-3.4962, -0.1735, -2.5806], [-5.5532, -1.2762, -1.4454], [-3.0848, -1.7635, -0.1635], [-3.8218, -0.6546, 0.9740], [-2.3998, -0.0872, 0.0139], [-5.0124, -2.1876, -1.6990], [-6.2275, -0.8549, -2.1846], [-6.0704, -1.3607, -0.4756], [2.4459, -2.5993, 4.5727], [1.9762, -3.6829, 3.1522], [0.4981, -3.5407, 2.9543], [2.7969, -2.7006, 1.8024], [1.8800, -2.9814, 5.4435], [2.2550, -1.5437, 4.3316], [3.5254, -2.7355, 4.8046], [3.8223, -2.6946, 2.1159], [2.4051, -1.6638, 1.7734], [2.5817, -3.0234, 0.7536], [-1.4320, -4.7919, 1.2969], [-1.1593, -4.9222, -0.0437], [-2.3623, -5.0607, -0.6838], [-3.4120, -5.0089, 0.2402], [-2.8198, -4.8292, 1.4683], [-0.7770, -4.7625, 2.0543], [-0.2170, -5.0404, -0.5363], [-2.4855, -5.1890, -1.7169], [-4.4918, -5.0091, 0.2059], [-3.2410, -4.8425, 2.4570], [-3.5644, 1.0796, 6.5775], [-2.9008, 2.0870, 5.7944], [-2.1099, 1.3994, 4.8999], [-2.2802, -0.0062, 5.0906], [-3.1267, -0.1670, 6.1289], [-4.0330, 1.2772, 7.4514], [-3.0066, 3.1332, 6.0072], [-1.4040, 1.9210, 4.2313], [-1.7226, -0.7848, 4.6137], [-3.4383, -1.0560, 6.6672], [-0.5067, -1.0763, 1.5055], [0.0173, -1.3733, 0.2766], [0.6284, -0.2433, -0.1634], [0.4358, 0.7699, 0.7501], [-0.2387, 0.2235, 1.8275], [-0.7737, -1.7568, 2.1784], [0.0583, -2.3576, -0.1735], [1.0808, -0.1661, -1.1273], [0.7780, 1.8114, 0.6032], [-0.7847, 0.7383, 2.6076], [4.0587, 0.1075, -1.8031], [5.4678, 0.3221, -1.7119], [5.8119, 1.2247, -2.6490], [4.6434, 1.5267, -3.4092], [3.5859, 0.8644, -2.8615], [3.5309, -0.5790, -1.3516], [6.0871, -0.1257, -0.9566], [6.7397, 1.6197, -2.8721], [4.5210, 2.2165, -4.2513], [2.5458, 0.9786, -3.1287]], "forces_ev_per_a": [[0.2, 0.3, -1.1], [0.3, 1.7, 1.5], [0.0, -0.1, -0.3], [-0.3, -1.3, -0.4], [0.5, -1.0, 0.3], [-0.3, 0.4, 0.1], [-0.4, -0.1, -0.2], [-0.3, -0.1, 0.3], [0.4, 0.2, 0.1], [-0.1, 0.0, -0.3], [-1.3, -0.5, 1.3], [-1.0, 0.6, -2.6], [0.8, 0.8, 1.2], [0.6, -1.5, -0.2], [0.1, -0.3, -0.5], [-0.1, 0.0, 0.3], [0.7, 0.0, 0.3], [0.0, 1.0, 0.1], [0.1, 0.2, -0.1], [0.0, -0.1, -0.2], [0.5, 1.2, 0.1], [0.3, -1.1, -1.2], [-0.6, 0.1, 0.2], [-0.5, 0.5, -0.3], [0.2, -0.4, 0.5], [-0.2, 0.0, 0.8], [0.7, 0.1, -0.5], [-0.5, -0.2, -0.8], [-1.0, 0.3, 0.7], [1.1, -0.6, 0.1], [0.2, 0.1, 0.1], [0.5, -1.3, 0.9], [-1.3, 0.5, -1.0], [0.7, -0.8, -0.6], [-0.1, 1.0, 0.5], [0.4, -0.6, -0.2], [0.1, 0.4, -0.2], [-0.6, 0.7, 0.2], [0.3, 0.1, 0.1], [-0.3, -0.1, 0.2], [-1.2, -0.6, 1.3], [0.6, -1.1, -1.1], [-0.5, 0.5, 0.8], [0.2, 0.9, 1.1], [0.2, 0.4, -0.5], [0.4, 0.4, -0.9], [0.6, 0.1, 0.1], [-0.3, 0.1, -0.3], [-0.1, -0.6, -0.3], [0.1, -0.1, -0.4], [0.4, -0.4, -0.1], [0.6, 0.9, -0.7], [-0.1, 0.0, 0.3], [-1.4, 0.5, 0.1], [0.1, 0.4, -0.5], [-0.2, -0.4, 0.2], [-0.6, 0.0, -0.3], [0.8, -0.1, -0.3], [0.1, -0.4, 0.6], [0.4, -0.5, 1.1], [-1.5, -0.3, -0.5], [-1.0, -0.4, 0.4], [-0.1, 0.1, -0.3], [-0.1, 0.6, 1.8], [1.5, -0.3, -0.1], [0.5, 0.4, 0.2], [0.6, 0.1, 0.5], [0.0, -0.1, -1.2], [0.1, -0.2, -0.7], [0.0, 0.2, 0.1], [1.3, 0.9, -1.3], [-0.4, -2.6, 0.8], [0.3, 1.2, -0.3], [0.5, 0.7, 0.0], [-1.1, 0.5, 1.5], [0.0, -0.3, -0.4], [-0.1, 0.1, 0.0], [-0.6, -0.4, 0.3], [0.0, -0.2, -0.3], [0.0, 0.1, -0.3], [0.1, -0.1, -0.1], [0.3, -0.5, 0.5], [0.2, -0.6, -1.7], [0.2, 1.8, 1.0], [-0.5, 0.8, -0.5], [-0.3, -0.6, 0.3], [-0.3, 0.2, 0.6], [0.3, 0.1, -0.3], [-0.4, -0.8, 0.4], [0.5, -0.2, 0.2], [2.3, 1.8, -1.3], [-2.0, -0.6, 0.7], [-1.6, -0.1, -1.0], [-0.3, 0.7, -0.4], [0.5, -0.2, 0.4], [-0.8, -1.2, 0.9], [-0.2, -0.3, 0.1], [1.8, 0.5, -0.1], [0.3, -0.3, 0.5], [0.0, -0.6, 0.2]], "total_charge": 0, "homo_energy_ev": -7.6, "homo_lumo_gap_ev": 8.11, "de_lowest_kcal_mol": 10.9}

Across the entries above, F_max takes the values 6.84 3.18 eV Å⁻¹, respectively.